Entry A
A cluster of 14 separate species, C38H106N8O14 in total, computed with ωB97M-V/def2-TZVPD.

Geometry as XYZ:
```
166
C38H106N8O14 | the Open Molecules 2025 dataset | ωB97M-V/def2-TZVPD
C 3.8049 6.5730 -2.2332
C 3.0433 5.6019 -1.3601
C 3.4352 4.1811 -1.6500
O 2.8163 3.8919 -2.8719
C 3.2788 2.7411 -3.5311
N 3.2821 5.7597 0.1049
H 3.6677 7.6269 -1.9668
H 3.5934 6.3910 -3.2942
H 4.8415 6.2696 -1.9862
H 1.9955 5.7182 -1.6697
H 3.1996 3.4938 -0.8184
H 4.5434 4.0918 -1.8289
H 4.3118 2.7673 -3.9528
H 2.6043 2.6140 -4.4167
H 3.2222 1.9021 -2.8254
H 3.0217 6.7355 0.3745
H 2.6194 5.1305 0.6516
C 1.3045 0.9223 -1.3590
C 0.6246 0.2611 -0.2242
C 0.7211 -1.2577 -0.4134
O -0.0035 -1.6773 -1.5164
C -1.3626 -1.9346 -1.2083
N 1.3494 0.7118 1.0139
H 2.3928 0.6100 -1.3216
H 1.1999 1.9729 -1.4882
H 0.9258 0.3843 -2.1857
H -0.4544 0.5523 -0.1124
H 0.3475 -1.8541 0.4552
H 1.7386 -1.6552 -0.5219
H -1.7498 -2.2351 -2.1154
H -1.8565 -1.0275 -0.6912
H -1.3827 -2.8240 -0.5020
H 1.2934 1.7111 1.1474
H 1.0010 0.1848 1.8331
C -1.5440 0.0164 5.7363
C -1.2246 -0.6723 4.4209
C -1.9816 -0.1409 3.2291
O 0.1488 -0.6006 3.9611
H -0.9786 -0.5206 6.5660
H -2.6167 -0.1205 5.8292
H -1.2496 1.0391 5.6646
H -1.3178 -1.7618 4.5697
H -1.6204 -0.5313 2.2966
H -1.7627 1.0532 3.0870
H -3.1194 -0.1407 3.2359
H 0.2472 -1.4926 3.5950
C -4.4343 -7.4454 -0.6726
C -3.0732 -6.6629 -0.7802
C -2.6387 -6.8110 -2.2174
O -3.2470 -5.3042 -0.3766
H -4.7999 -7.4878 0.3900
H -4.3730 -8.4585 -1.0161
H -5.2135 -6.8275 -1.1163
H -2.3435 -7.1366 -0.0612
H -2.4736 -7.8654 -2.4996
H -1.7323 -6.2613 -2.5258
H -3.4159 -6.4485 -2.9013
H -3.9324 -4.7921 -0.8359
C 3.3185 -4.4386 -2.2668
C 1.8472 -4.2674 -1.9355
C 0.9215 -5.3997 -2.4753
O 1.6607 -4.1973 -0.5560
H 3.7813 -5.1052 -1.5338
H 3.8254 -3.4711 -2.2212
H 3.6022 -4.8788 -3.1910
H 1.6583 -3.2818 -2.4073
H 1.1697 -5.5851 -3.5405
H -0.1669 -5.1776 -2.4607
H 1.1371 -6.2676 -1.8953
H 2.5304 -3.9810 -0.1182
C -1.6133 2.4841 -5.5149
C -2.0724 1.9696 -4.1765
C -1.8287 2.9737 -3.0684
O -3.4901 1.6452 -4.2065
H -0.4912 2.3556 -5.6090
H -1.7126 3.6166 -5.5617
H -2.1668 2.0601 -6.3452
H -1.5612 1.0257 -4.0691
H -0.8567 3.4356 -3.2685
H -1.8888 2.5238 -2.1020
H -2.6978 3.6592 -3.1320
H -3.5061 0.8421 -4.6739
C 4.4859 -0.7826 5.7301
C 3.0329 -0.3432 5.8217
C 2.8189 0.6485 6.9916
O 2.7456 0.2894 4.5819
H 4.6534 -1.5191 4.9339
H 4.8645 -1.1775 6.6679
H 5.0223 0.0942 5.3696
H 2.3764 -1.3058 5.8542
H 2.8799 0.0981 7.8984
H 1.8100 1.0684 7.0910
H 3.6025 1.4459 6.9403
H 1.7599 0.2327 4.5726
C -0.1093 -1.5221 -4.9448
C 1.2415 -1.4835 -5.7391
C 1.7465 -0.0554 -5.9639
O 2.2288 -2.3448 -5.2494
H -0.0388 -1.0939 -3.9247
H -0.4637 -2.5164 -4.8378
H -0.9111 -0.8611 -5.4418
H 1.1336 -1.7963 -6.7519
H 2.5013 0.0431 -6.7495
H 1.9820 0.4902 -5.0241
H 0.8695 0.4904 -6.4002
H 2.6010 -2.0020 -4.4335
C -1.3526 3.8151 2.7478
C -0.5793 3.6614 1.3751
C -0.9944 4.6465 0.2533
O 0.8397 3.9172 1.6375
H -0.8838 4.7548 3.1495
H -1.0195 2.9987 3.4327
H -2.4543 3.9237 2.5430
H -0.8280 2.6577 1.0113
H -0.3931 4.4633 -0.6245
H -0.6887 5.6986 0.5489
H -2.0419 4.6297 0.0271
H 1.2230 3.4457 2.4063
C -4.1416 1.0014 0.1312
C -5.0412 1.4175 -1.0294
C -4.9521 2.9086 -1.1908
O -4.7816 0.5393 -2.1541
H -3.0678 1.3107 -0.0863
H -4.0730 -0.0400 0.4061
H -4.4317 1.4115 1.0681
H -6.0314 1.1920 -0.7454
H -3.9308 3.2771 -1.4014
H -5.1865 3.2917 -0.2255
H -5.6527 3.3494 -1.8676
H -4.4726 1.1327 -2.8964
C 4.5218 3.9087 3.6056
C 3.1898 3.9379 4.3382
C 2.4379 5.2827 4.2858
O 2.3027 3.0194 3.7064
H 5.2897 4.5277 4.0155
H 4.3197 4.2391 2.5601
H 4.9130 2.8607 3.5344
H 3.2272 3.5814 5.3810
H 2.9357 6.1557 4.8038
H 1.4965 5.0468 4.7110
H 2.2117 5.4834 3.2369
H 2.6455 2.1016 3.6891
C 3.6601 -1.9915 1.3342
O 3.8119 -2.9807 0.5605
N 4.3318 -0.7193 1.2037
N 2.8963 -2.0366 2.3965
H 4.9457 -0.6449 0.3989
H 3.5528 -0.0761 1.1128
H 2.8676 -1.2251 2.9704
H 2.1930 -2.7988 2.4142
C -6.1037 -2.8436 -1.1818
O -4.9062 -3.0843 -0.9612
N -7.1140 -3.7468 -0.8856
N -6.4536 -1.6253 -1.7010
H -8.0591 -3.8115 -1.2359
H -6.7600 -4.4603 -0.2820
H -5.7875 -0.8847 -2.0297
H -7.4125 -1.3268 -1.7023
C -0.7401 -3.9662 2.1847
O 0.1451 -3.2993 2.7428
N -0.4990 -4.8723 1.1716
N -2.0199 -3.8385 2.6480
H 0.2471 -4.5475 0.5461
H -1.3264 -5.0626 0.6600
H -2.0837 -3.1901 3.4217
H -2.8482 -4.1146 2.0725
```

As for the spin multiplicity: 1. The molecular weight is 899.31 g/mol. Its charge is 0. The calculation puts the highest occupied orbital energy at -9.00 eV.

Entry B
A cluster of 11 separate species, C38H106N8O14 in total, computed with ωB97M-V/def2-TZVPD.

Geometry as XYZ:
```
166
C38H106N8O14 | the Open Molecules 2025 dataset | ωB97M-V/def2-TZVPD
C 3.2551 2.6094 -1.7201
O 2.0973 2.6099 -2.5207
C 2.3003 2.9755 -3.8770
C 0.9849 2.8510 -4.6142
C 1.1120 3.2594 -6.0580
N -0.0315 3.7031 -3.9558
H 3.7674 1.6405 -1.7605
H 2.9742 2.8677 -0.7015
H 3.9568 3.3664 -2.0936
H 2.7093 3.9911 -3.9439
H 2.9974 2.2415 -4.3080
H 0.6724 1.7967 -4.5910
H 0.2212 3.0606 -6.6540
H 1.9114 2.7187 -6.5834
H 1.3519 4.3196 -6.1675
H 0.1704 3.6926 -2.9641
H -0.9565 3.3131 -4.0866
C 3.4304 6.7820 -0.9592
O 2.1507 6.5917 -0.3971
C 1.1554 6.4872 -1.3765
C -0.2101 6.3421 -0.7273
C -0.3800 4.9310 -0.1941
N -1.2301 6.6950 -1.7225
H 3.4074 7.5296 -1.7608
H 3.7776 5.8415 -1.4081
H 4.0916 7.1108 -0.1632
H 1.1924 7.3584 -2.0489
H 1.2879 5.6152 -2.0456
H -0.2445 7.0421 0.1126
H 0.3389 4.7673 0.6150
H -0.1235 4.2140 -0.9745
H -1.3952 4.7513 0.1599
H -0.9157 6.4167 -2.6489
H -2.0706 6.1517 -1.5609
C 3.1784 -2.5479 -0.5084
O 3.0651 -2.0513 -1.8114
C 4.3060 -1.6446 -2.3623
C 4.0729 -1.3475 -3.8350
C 3.4869 -2.4932 -4.6095
N 5.3047 -0.8548 -4.4458
H 3.5445 -1.8515 0.2573
H 3.7498 -3.4838 -0.4858
H 2.1781 -2.8162 -0.1523
H 4.6901 -0.7566 -1.8457
H 5.0089 -2.4817 -2.2471
H 3.2797 -0.5725 -3.8158
H 3.1113 -2.1446 -5.5741
H 2.6314 -2.9136 -4.0799
H 4.1960 -3.3044 -4.7863
H 5.0985 -0.4826 -5.3653
H 5.6834 -0.0896 -3.8978
C 2.3846 0.6434 2.8157
O 3.1604 -0.1668 3.6540
C 2.4417 -1.3073 4.0770
C 3.3611 -2.2222 4.8338
C 4.6783 -2.5160 4.0975
N 2.6242 -3.4039 5.3167
H 2.9240 1.5732 2.6190
H 1.4353 0.9171 3.2891
H 2.1756 0.1920 1.8389
H 1.5992 -1.0400 4.7316
H 2.0123 -1.8053 3.1879
H 3.6612 -1.6910 5.7473
H 5.1137 -3.4481 4.4475
H 5.3369 -1.6558 4.2153
H 4.5243 -2.5690 3.0122
H 3.2659 -4.1129 5.6529
H 2.2095 -3.8139 4.4785
C -0.9403 -0.7762 2.3886
O -0.3636 0.0493 1.4130
C -0.1739 -0.6297 0.1902
C 0.3059 0.3979 -0.8182
C -0.7973 1.4156 -1.0324
N 0.6622 -0.2628 -2.0960
H -1.0759 -0.1828 3.2956
H -0.3498 -1.6599 2.6487
H -1.9501 -1.1080 2.0999
H 0.5804 -1.4148 0.3381
H -1.1171 -1.0466 -0.1880
H 1.2076 0.8696 -0.4032
H -1.7533 0.8864 -1.0584
H -0.7495 1.8295 -2.0427
H -0.7765 2.2037 -0.2890
H 1.4392 -0.8645 -1.8139
H 1.1176 0.4827 -2.6228
C -6.0981 1.1317 3.7490
O -5.9740 1.3108 2.3588
C -5.1911 0.2974 1.7637
C -5.0855 0.5643 0.2690
C -4.2258 1.7755 -0.0289
N -6.4131 0.8085 -0.3297
H -5.1373 1.3234 4.2492
H -6.4171 0.1202 4.0248
H -6.8209 1.8567 4.1159
H -4.2007 0.3189 2.2482
H -5.6306 -0.6914 1.9591
H -4.6749 -0.3122 -0.2380
H -4.2272 2.0531 -1.0840
H -3.2168 1.7178 0.3740
H -4.6504 2.6948 0.3989
H -6.9771 -0.0361 -0.2634
H -6.9137 1.4610 0.2678
C -2.5091 2.8203 2.7933
O -1.7206 3.5271 3.7012
C -0.7885 2.6839 4.3221
C 0.1929 3.5235 5.1027
C 0.9669 4.4284 4.1494
N 1.0452 2.6866 5.9557
H -1.8972 2.1971 2.1243
H -3.2183 3.4491 2.2643
H -3.1468 2.0615 3.2931
H -1.3004 1.9591 4.9801
H -0.2856 2.0517 3.5684
H -0.4398 4.1362 5.7531
H 0.3028 5.1480 3.6711
H 1.4551 3.8172 3.3823
H 1.7599 5.0045 4.6334
H 1.7268 3.3231 6.3633
H 1.6334 2.1000 5.3628
C 0.4876 -4.2516 -2.0230
O 0.3569 -4.9766 -3.2179
C -0.4563 -4.3246 -4.1620
C -0.6160 -5.2220 -5.3745
C -1.4960 -4.5441 -6.4022
N -1.1500 -6.5567 -5.0444
H 1.0579 -4.7954 -1.2806
H -0.4768 -3.8743 -1.6616
H 1.0646 -3.3419 -2.2581
H -1.4581 -4.1716 -3.7327
H -0.0055 -3.3737 -4.4681
H 0.3689 -5.4002 -5.8194
H -2.5385 -4.5054 -6.0712
H -1.4989 -5.0938 -7.3439
H -1.1650 -3.5248 -6.6101
H -1.8932 -6.4029 -4.3587
H -0.4489 -7.0101 -4.4613
O -1.3131 -4.8834 0.9205
C -0.1772 -4.4938 1.6805
C 0.9298 -5.5046 1.5907
O 1.8797 -5.1636 2.5860
H -2.0875 -4.9612 1.4821
H 0.1613 -3.5247 1.2949
H -0.4240 -4.3109 2.7312
H 1.3918 -5.4977 0.5976
H 0.5321 -6.5240 1.6766
H 2.7122 -5.5935 2.3733
O -1.1005 -2.5394 5.2022
C -2.2136 -1.8368 5.7456
C -2.8262 -2.5119 6.9658
O -3.3096 -3.8197 6.7117
H -0.7790 -3.1880 5.8357
H -1.8479 -0.8741 6.1336
H -2.9423 -1.6629 4.9554
H -3.6719 -1.9024 7.2807
H -2.0589 -2.5463 7.7474
H -2.5899 -4.4533 6.7536
O -1.3721 -1.0722 -3.8574
C -2.5376 -1.4516 -3.1737
C -3.7437 -1.3343 -4.0820
O -4.2959 -0.0140 -4.0258
H -0.6482 -0.9655 -3.2076
H -2.4763 -2.4574 -2.7279
H -2.7100 -0.7893 -2.3081
H -4.4623 -2.1161 -3.8283
H -3.4044 -1.4696 -5.1114
H -5.1855 -0.0500 -3.6671
```

As for the spin multiplicity: 1. The SMILES is COC[C@H](C)N.COC[C@H](C)N.COC[C@H](C)N.COC[C@H](C)N.COC[C@H](C)N.COC[C@H](C)N.COC[C@H](C)N.COC[C@H](C)N.OCCO.OCCO.OCCO. The molecular weight is 899.31 g/mol. Its charge is 0. The calculation puts the highest occupied orbital energy at -9.12 eV.

Quick one: least stable of them? entry B

Entry A
The molecule C3H4FNO2, computed with ωB97M-V/def2-TZVPD.

Geometry as XYZ:
```
11
C3H4FNO2 | the Open Molecules 2025 dataset | ωB97M-V/def2-TZVPD
O -1.3436 1.7923 -0.0575
C -0.8102 0.6930 0.1660
C 0.6819 0.7026 0.2970
N 1.2898 -0.3885 0.1322
O 2.6416 -0.0015 -0.0721
C -1.5563 -0.6824 0.1231
F -2.8638 -0.4215 -0.0982
H 1.4124 1.5105 -0.0364
H 3.2238 -0.7046 -0.6352
H -1.1893 -1.0374 -0.8575
H -1.4864 -1.4625 1.0385
```

As for the spin multiplicity: 1. The SMILES is O=C(/C=N/O)CF. The molecular weight is 105.07 g/mol. Its charge is 0. The calculation puts the highest occupied orbital energy at -10.49 eV.

Entry B
The molecule C3H4FNO2, computed with ωB97M-V/def2-TZVPD.

Geometry as XYZ:
```
11
C3H4FNO2 | the Open Molecules 2025 dataset | ωB97M-V/def2-TZVPD
H -3.1697 0.5667 0.1829
N -2.4934 0.2198 -0.4829
C -1.3666 -0.0451 -0.0557
F -1.0039 0.0986 1.2681
O -0.4020 -0.5400 -0.8013
C 0.8932 -0.6813 -0.2416
C 1.5629 0.6463 0.0634
O 1.1168 1.7170 -0.2148
H 1.4716 -1.2150 -0.9989
H 0.8703 -1.2925 0.6730
H 2.5207 0.5255 0.6078
```

As for the spin multiplicity: 1. The SMILES is [H]/N=C(\F)OCC=O. The molecular weight is 105.07 g/mol. Its charge is 0. The calculation puts the highest occupied orbital energy at -10.30 eV.

Entry C
A cluster of 2 separate species, C3H4FNO2 in total, computed with ωB97M-V/def2-TZVPD.

Geometry as XYZ:
```
11
C3H4FNO2 | the Open Molecules 2025 dataset | ωB97M-V/def2-TZVPD
C 0.9479 -0.8647 -1.2348
C 0.0724 -0.8302 -0.2709
C -0.2146 1.5014 0.6854
N -1.0900 1.4150 1.6673
O 0.5021 2.2007 0.1011
O 1.4708 -2.0721 -1.8572
F -0.9017 -1.7027 0.1004
H 1.5637 0.1213 -1.2443
H -1.7798 0.6819 1.8509
H -1.3568 2.2914 2.2260
H 0.7861 -2.7419 -2.0240
```

As for the spin multiplicity: 1. The molecular weight is 105.07 g/mol. Its charge is 0. The calculation puts the highest occupied orbital energy (spin up / spin down) at -8.25 / -8.25 eV.

Entry D
The molecule C3H4FNO2, computed with ωB97M-V/def2-TZVPD.

Geometry as XYZ:
```
11
C3H4FNO2 | the Open Molecules 2025 dataset | ωB97M-V/def2-TZVPD
C -0.6541 0.5780 -0.8123
C 0.6141 -0.2560 -0.5525
F 0.4921 -1.5475 -0.9698
C 0.7754 -0.1461 1.0659
O 1.8624 0.2619 1.4356
N -0.2079 -0.7706 1.7678
O -1.3641 -0.4549 1.7829
H -0.4219 1.6032 -0.5579
H -1.1015 0.5179 -1.8184
H -1.4373 0.0109 -0.2248
H 1.4428 0.2032 -1.1165
```

As for the spin multiplicity: 1. The SMILES is C[C@H](F)C(=O)N=O. The molecular weight is 105.07 g/mol. Its charge is 0. The calculation puts the highest occupied orbital energy (spin up / spin down) at -9.86 / -9.76 eV.

Quick one: least stable of them? entry C

Entry A
A cluster of 2 separate species, CH6S2 in total, computed with ωB97M-V/def2-TZVPD.

Geometry as XYZ:
```
9
CH6S2 | the Open Molecules 2025 dataset | ωB97M-V/def2-TZVPD
S -2.8126 -0.3246 0.8681
S -2.1136 -1.8984 -0.2559
H -2.4331 -0.7696 2.0796
H -0.8739 -1.4334 -0.4651
C 1.6413 0.8773 -0.4484
H 1.8731 0.0433 -1.1153
H 2.1602 1.7741 -0.7890
H 1.9811 0.6371 0.5607
H 0.5776 1.0943 -0.4347
```

As for the spin multiplicity: 1. The SMILES is SS.C. The molecular weight is 82.19 g/mol. Its charge is 0. The calculation puts the highest occupied orbital energy at -9.73 eV.

Entry B
A cluster of 2 separate species, CH6S2 in total, computed with ωB97M-V/def2-TZVPD.

Geometry as XYZ:
```
9
CH6S2 | the Open Molecules 2025 dataset | ωB97M-V/def2-TZVPD
C 1.8041 -0.9635 -0.6088
S 1.6297 0.5446 0.3760
H 2.3204 -1.7384 -0.0492
H 2.3957 -0.7870 -1.5049
H 0.8307 -1.3507 -0.9051
H 2.2531 0.0941 1.4635
S -2.4987 -0.0437 -0.1548
H -2.7557 1.2250 -0.4488
H -1.1968 0.2263 0.0282
```

As for the spin multiplicity: 1. The SMILES is CS.S. The molecular weight is 82.19 g/mol. Its charge is 0. The calculation puts the highest occupied orbital energy at -9.32 eV.

Quick one: least stable of them? entry B